# 1
The following is a quantum chemistry calculation of 11 unconnected molecules or ions with the total composition C51H80B2F23N2O15S, from the OMol25 dataset.

```
174
C51H80B2F23N2O15S, DFT ωB97M-V/def2-TZVPD
C 1.73425 -0.91869 -1.80545
B 0.15380 -0.53646 -1.39601
O -0.22554 -0.92890 0.00736
C -0.89298 0.24408 -2.42981
S -0.23619 1.99808 -2.38244
O -1.49220 2.94221 -2.45344
O 0.34636 2.21346 -0.93684
C 0.98834 2.42675 -3.73250
F 1.18459 1.37545 -4.75829
F 0.40223 3.61004 -4.46682
C 2.38935 2.98287 -3.05729
F 3.28498 3.37900 -4.17255
F 2.13606 4.23840 -2.26289
F 3.06414 2.01250 -2.16391
O -2.29331 0.44542 -1.92841
B -3.28111 -0.60475 -2.36329
C -4.77883 0.00448 -2.81249
C -5.31415 -0.52718 -4.25185
C -5.88725 -2.04104 -4.34180
F -6.18730 -2.27445 -5.80660
F -4.82445 -3.07821 -4.04806
C -7.14418 -2.43131 -3.38199
F -6.88460 -2.22162 -1.90755
F -7.24436 -3.94109 -3.48669
C -8.62367 -1.90246 -3.84237
F -9.03126 -2.47381 -5.18093
F -9.57042 -2.59882 -2.88512
C -8.91409 -0.30600 -3.67511
F -7.93052 0.38212 -2.75633
F -10.22696 -0.18721 -2.93079
C -9.16999 0.52152 -5.07964
F -10.49698 0.01202 -5.59849
F -8.18734 0.15311 -6.16703
C -9.37290 2.13574 -4.91567
F -10.60519 2.51652 -5.70709
F -9.64140 2.61698 -3.54148
C -8.17265 3.07180 -5.52378
F -6.79830 2.58094 -5.28552
F -8.26485 4.38069 -4.77142
C -8.40654 3.50721 -7.11840
F -9.34278 4.68237 -7.24628
F -7.08399 4.02189 -7.63719
F -8.76966 2.37359 -7.99634
C -3.38645 -1.61502 -1.02774
C -4.05080 -0.89126 0.28449
C -5.57730 -1.30386 0.82961
N -3.41287 0.07946 1.06738
O -2.50210 -1.23977 -3.48485
C -1.27660 -0.46067 -3.85993
F -1.82228 0.63950 -4.72434
C -0.26783 -1.56009 -4.53896
C -0.51293 -1.83908 -6.13562
C 0.86151 -2.16414 -7.03180
N -1.71943 -1.87295 -6.79000
H 1.68798 -2.04778 -2.16099
H 2.43421 -0.87701 -0.86640
H 2.11356 -0.30027 -2.72832
H 0.08952 -1.87309 0.17323
H -4.57108 1.17403 -2.94804
H -5.54499 -0.05755 -1.92110
H -4.42975 -0.43252 -5.04813
H -6.15169 0.20294 -4.61851
H -4.14637 -2.47176 -1.36304
H -2.36827 -2.18027 -0.81298
H -6.42164 -0.65564 0.32964
H -5.52431 -1.17857 2.01034
H -5.70503 -2.46198 0.62269
H -2.46254 0.24087 0.66717
H 0.84292 -1.14446 -4.44014
H -0.25294 -2.61065 -3.99238
H 1.54781 -2.91342 -6.40566
H 1.51457 -1.21044 -7.21421
H 0.60103 -2.75643 -8.03469
H -2.45536 -1.67750 -6.07662
C 1.59784 8.12536 -4.87680
C 2.39166 8.35435 -3.61843
O 2.98838 9.41207 -3.42345
C 2.42703 7.23926 -2.60790
H 1.66211 9.01440 -5.51317
H 2.00739 7.27290 -5.42440
H 0.54850 7.94898 -4.62722
H 2.87356 6.34724 -3.05446
H 1.41467 7.02343 -2.25719
H 3.03698 7.54516 -1.75117
C -2.16174 -5.29350 1.29540
C -0.85806 -4.54478 1.37229
O -0.76342 -3.38484 0.97427
C 0.32520 -5.27011 1.95507
H -2.92653 -4.64595 0.85351
H -2.04537 -6.17819 0.66446
H -2.48459 -5.58146 2.29907
H 0.55240 -6.15384 1.35347
H 0.11321 -5.55699 2.98813
H 1.19703 -4.60719 1.94728
C 7.18862 1.46903 -0.92505
C 6.97215 1.65394 -2.40323
O 7.12756 0.72361 -3.19266
C 6.55812 3.02102 -2.87809
H 7.48386 0.43285 -0.72840
H 7.98670 2.13147 -0.58076
H 6.26156 1.67709 -0.38488
H 7.32817 3.75268 -2.62079
H 5.60296 3.29823 -2.42500
H 6.43845 3.00621 -3.96670
C 3.08116 -4.40563 6.30819
C 1.73162 -4.81621 5.78259
O 1.60465 -5.78705 5.03815
C 0.54356 -3.99312 6.20315
H 3.84435 -5.08977 5.92221
H 3.31781 -3.39268 5.97317
H 3.08586 -4.45639 7.39994
H 0.66717 -2.96170 5.86342
H 0.43515 -4.02554 7.29018
H -0.36319 -4.40578 5.74804
C 5.23791 0.27115 -5.84681
C 4.25705 0.64301 -6.92649
O 3.17579 0.06649 -7.03307
C 4.65024 1.74754 -7.87056
H 4.82047 -0.54029 -5.24117
H 6.17249 -0.07321 -6.29655
H 5.42163 1.13213 -5.19914
H 5.55873 1.46892 -8.41050
H 4.80773 2.67430 -7.31310
H 3.84609 1.90767 -8.59671
C 7.74092 -5.83004 7.17863
C 7.11752 -4.46406 7.07119
O 6.35884 -4.17938 6.14586
C 7.45817 -3.46001 8.13968
H 7.40538 -6.44901 6.33971
H 8.82972 -5.74573 7.13757
H 7.43095 -6.30759 8.11157
H 8.53448 -3.27009 8.14144
H 7.13557 -3.83191 9.11542
H 6.93659 -2.51931 7.93321
C 5.37498 0.98690 9.51620
C 4.86644 -0.37657 9.13094
O 5.61366 -1.35324 9.10609
C 3.40839 -0.49881 8.77740
H 6.44412 0.92401 9.74524
H 5.23553 1.68363 8.68590
H 4.84729 1.34289 10.40465
H 3.18130 0.13180 7.91411
H 2.79308 -0.20908 9.63292
H 3.18336 -1.53940 8.52023
C 5.91840 -3.46886 0.81458
C 4.64265 -3.41871 1.61209
O 3.73353 -2.64555 1.31448
C 4.52224 -4.35116 2.78762
H 5.86421 -2.74180 -0.00269
H 6.76672 -3.21332 1.45440
H 6.05057 -4.46612 0.38737
H 5.30842 -4.13491 3.51540
H 4.59213 -5.38772 2.44834
H 3.54928 -4.20472 3.26877
C -6.92502 3.40946 2.57703
C -7.43356 2.04600 2.19176
O -6.68634 1.06932 2.16692
C -8.89161 1.92376 1.83823
H -5.85588 3.34657 2.80606
H -7.06447 4.10620 1.74672
H -7.45271 3.76545 3.46547
H -9.11870 2.55436 0.97493
H -9.50692 2.21349 2.69374
H -9.11664 0.88317 1.58106
C 3.58862 4.06102 11.16653
C 3.37215 4.24593 9.68834
O 3.52756 3.31560 8.89892
C 2.95812 5.61302 9.21348
H 3.88386 3.02485 11.36318
H 4.38670 4.72347 11.51081
H 2.66156 4.26908 11.70670
H 3.72817 6.34467 9.47078
H 2.00296 5.89022 9.66657
H 2.83845 5.59820 8.12488
```

The net charge is -1. The calculation puts the total energy at -5973.6724 Ha. Its multiplicity is 1.

# 2
The following is a quantum chemistry calculation of a molecular structure, C51H81BF5HfN10S3SbSi3, from the OMol25 dataset.

```
156
C51H81BF5HfN10S3SbSi3, DFT ωB97M-V/def2-TZVPD
Hf -0.00081 -0.54605 0.53607
C -5.01661 -4.93096 -0.95625
C -3.66736 -4.53416 -0.34759
C -3.28104 -5.49420 0.77148
C -2.62737 -4.54460 -1.44740
N -3.84265 -3.15542 0.24206
C -4.86229 -2.96486 1.15251
C -5.03669 -1.64102 1.30013
N -4.13574 -0.99654 0.48435
B -4.52156 0.48777 0.07842
N -4.42135 0.68314 -1.44901
C -5.42055 0.03560 -2.15929
C -5.25496 0.30775 -3.45905
N -4.13638 1.12117 -3.57464
C -3.63479 1.34819 -2.32491
S -2.34937 2.36869 -1.85975
C -3.80481 1.72309 -4.90642
C -4.05869 0.66379 -5.98587
C -4.71128 2.93534 -5.10678
C -2.34781 2.14103 -5.02992
N -4.09496 1.53937 1.15136
C -5.14246 2.26500 1.69742
C -4.69869 2.92372 2.77976
N -3.36295 2.61125 2.93033
C -3.00711 1.79194 1.90769
S -1.35102 1.40425 1.65875
C -2.51445 3.12365 4.07181
C -1.45051 4.08594 3.54738
C -3.41796 3.89371 5.03351
C -1.92161 1.93868 4.83788
C -3.36861 -1.93131 -0.10314
S -1.90673 -1.50425 -0.98738
H -4.90547 -5.89499 -1.45179
H -5.80137 -5.03670 -0.20988
H -5.33578 -4.19910 -1.69933
H -3.16411 -6.49514 0.35608
H -2.34185 -5.20127 1.23500
H -4.04699 -5.54697 1.54488
H -2.62197 -5.54506 -1.88081
H -2.86079 -3.83431 -2.24000
H -1.63739 -4.33686 -1.06190
H -5.39165 -3.78686 1.59487
H -5.75633 -1.09861 1.88580
H -5.70926 0.46797 0.23973
H -6.18140 -0.54115 -1.66544
H -5.84967 0.01290 -4.29982
H -5.11313 0.44319 -6.13289
H -3.68346 1.03847 -6.93742
H -3.53701 -0.26540 -5.74938
H -5.76317 2.65800 -5.03655
H -4.50224 3.69563 -4.35341
H -4.54027 3.36811 -6.09307
H -1.70068 1.28497 -4.83375
H -2.19656 2.46413 -6.06148
H -2.07627 2.94399 -4.35518
H -6.12713 2.22530 1.27260
H -5.22816 3.56191 3.45753
H -1.91685 4.90939 3.00467
H -0.91526 4.50375 4.40067
H -0.72911 3.59726 2.89977
H -3.84562 4.78703 4.57890
H -4.21661 3.27124 5.43744
H -2.80160 4.21884 5.87020
H -1.20210 1.37397 4.25100
H -1.41600 2.31785 5.72645
H -2.71729 1.26691 5.16625
C 4.53202 -1.95894 1.96631
Sb 2.96309 -0.61704 1.47346
C 1.82119 -1.69460 -0.14492
C 2.60701 -1.77633 -1.41740
C 1.99603 -2.06042 -2.65518
C 2.75744 -2.22922 -3.79404
C 4.14145 -2.11683 -3.70441
C 4.66971 -1.83129 -2.45875
N 3.93935 -1.65100 -1.35778
Si 1.56631 -3.59163 0.22083
C 3.10672 -4.52831 0.71925
C 0.28108 -3.98504 1.52583
C 0.97318 -4.45919 -1.33426
C 3.83384 1.23294 0.73695
C 2.73914 2.08757 0.17234
C 3.12604 3.35217 -0.31007
C 2.21538 4.31504 -0.67444
C 0.87163 3.99410 -0.58318
C 0.54534 2.72492 -0.16592
N 1.41580 1.76115 0.20958
Si 5.42759 1.24179 -0.34269
C 6.54494 2.74645 -0.18762
C 6.58070 -0.17289 0.03137
C 4.92360 1.26303 -2.17690
Si 4.02214 2.10281 2.51548
C 4.91132 3.75220 2.50835
C 4.96082 0.98573 3.68260
C 2.30265 2.47584 3.16458
H 4.08875 -2.70135 2.62295
H 5.29260 -1.41494 2.52032
H 4.95046 -2.43417 1.08994
H 0.92530 -2.20484 -2.70377
H 2.28131 -2.48913 -4.73343
H 4.78776 -2.28373 -4.55457
H 5.74217 -1.73789 -2.32934
H 3.26046 -4.52951 1.79721
H 4.01610 -4.17155 0.24047
H 2.96410 -5.56726 0.41083
H 0.56130 -3.69012 2.53493
H -0.71891 -3.59967 1.31760
H 0.21330 -5.07806 1.50725
H 0.60038 -5.43570 -1.01299
H 1.77050 -4.63821 -2.05503
H 0.16365 -3.94034 -1.84217
H 4.17804 3.58284 -0.33614
H 2.54911 5.28980 -1.00810
H 0.08058 4.67933 -0.85356
H -0.49588 2.45339 -0.17427
H 6.79841 3.03216 0.82949
H 6.18890 3.63621 -0.70939
H 7.48300 2.45558 -0.67114
H 7.18712 0.07589 0.90617
H 7.27957 -0.29169 -0.80019
H 6.09555 -1.12581 0.20522
H 4.01382 0.68086 -2.31556
H 5.71246 0.82446 -2.79062
H 4.77545 2.29743 -2.49463
H 5.98648 3.64850 2.64298
H 4.53391 4.29536 3.37925
H 4.73147 4.38238 1.64042
H 5.89620 0.62405 3.24960
H 4.38780 0.13163 4.04531
H 5.22379 1.58365 4.55914
H 1.88593 3.35254 2.66096
H 2.40304 2.72782 4.22408
H 1.58576 1.65921 3.08435
F 2.01622 -0.74725 4.26971
C 0.72561 -1.11270 4.13091
C 0.04248 -1.15621 2.91743
C -1.25507 -1.56788 3.09736
F -1.98031 -1.64670 1.93297
C -1.91801 -1.88934 4.25603
F -3.20003 -2.25554 4.26400
C -1.18902 -1.81182 5.43059
F -1.75087 -2.09412 6.59533
C 0.13467 -1.42356 5.35623
F 0.84342 -1.33857 6.47770
N 2.54264 1.36527 -4.46169
C 1.21348 0.82203 -3.98574
C 1.19694 0.92220 -2.47044
N 0.04106 0.28365 -1.84567
H 2.66701 1.25630 -5.46800
H 3.31884 0.88842 -3.98336
H 2.63357 2.35816 -4.23647
H 1.17346 -0.20865 -4.33449
H 0.43334 1.40854 -4.46231
H 1.23764 1.97251 -2.19044
H 2.09578 0.44283 -2.08791
H -0.17273 -0.57915 -2.33601
H -0.80363 0.89133 -1.91192
```

The net charge is +2. The calculation puts the total energy at -5414.7528 Ha. Its multiplicity is 1.

# 3
The following is a quantum chemistry calculation of a molecular structure, C51H83BN11OP2Si2Sr, from the OMol25 dataset.

```
152
C51H83BN11OP2Si2Sr, DFT ωB97M-V/def2-TZVPD
Sr -0.68362 0.52661 -0.48599
C -4.51606 4.76173 1.16087
C -3.38229 4.94864 0.34931
N -2.36799 4.20426 0.75436
N -2.81687 3.52028 1.82576
C -4.10279 3.84465 2.09644
B -1.91106 2.60904 2.68358
N -2.29176 1.10331 2.54883
C -3.38216 0.48491 3.03452
C -3.28226 -0.86456 2.76444
C -2.06173 -0.98157 2.09011
N -1.47010 0.19901 1.95914
N -0.42689 2.81408 2.30102
C 0.54975 3.29741 3.09591
C 1.71905 3.35063 2.37448
C 1.35983 2.85680 1.11567
N 0.07402 2.53491 1.07312
N -2.14190 3.07355 4.14353
C -2.08310 4.36682 4.54105
C -2.40800 4.41869 5.87399
C -2.67789 3.07722 6.20611
N -2.52082 2.27742 5.16555
H -5.48246 5.22921 1.08164
H -3.26311 5.58180 -0.51643
H -4.61845 3.42035 2.94329
H -4.13452 1.03349 3.57300
H -3.97580 -1.64190 3.03526
H -1.58427 -1.86376 1.68855
H 0.34805 3.57412 4.11599
H 2.68305 3.69297 2.70804
H 1.97143 2.74287 0.23233
H -1.81912 5.14519 3.84246
H -2.45740 5.29015 6.50375
H -2.97994 2.66228 7.15545
C 2.14227 -3.28646 -0.00011
P 2.30090 -1.70760 0.88359
C 3.18950 -2.32671 2.40616
N 3.80679 -3.47675 2.33683
C 4.56063 -3.86872 3.39943
C 5.23351 -5.11145 3.35676
C 6.03480 -5.48402 4.39810
C 6.19971 -4.63650 5.51858
C 5.55513 -3.43411 5.58155
C 4.71369 -3.03340 4.51885
N 4.03166 -1.85867 4.60243
C 3.25787 -1.52514 3.60355
P 2.13689 -0.04620 3.76092
C 3.25705 1.06317 4.70613
C 0.99176 -0.70325 5.09551
C 1.61309 -0.90177 6.47476
C 0.41389 -2.02532 4.58308
C -0.14363 0.31710 5.19381
C 3.73484 -0.84983 0.00990
C 4.87837 -1.79633 -0.34876
C 3.15126 -0.26235 -1.27737
C 4.25562 0.29056 0.88743
H 3.05838 -3.87255 0.00509
H 1.78914 -3.08116 -1.02233
H 1.35714 -3.86365 0.49590
H 5.09635 -5.73203 2.48080
H 6.55448 -6.43317 4.36915
H 6.84219 -4.95081 6.33126
H 5.65673 -2.76861 6.42918
H 3.82688 0.53586 5.46982
H 2.65590 1.84872 5.16910
H 3.94342 1.54221 4.00567
H 2.48462 -1.55575 6.44766
H 0.86484 -1.34769 7.13831
H 1.91379 0.05106 6.91541
H 1.16131 -2.82266 4.57922
H 0.01831 -1.91476 3.57025
H -0.40968 -2.33962 5.23114
H 0.21682 1.29914 5.51556
H -0.88678 -0.01193 5.92473
H -0.65220 0.44009 4.23792
H 4.56777 -2.52653 -1.09703
H 5.25285 -2.33695 0.52230
H 5.70671 -1.21773 -0.77040
H 2.74475 -1.03598 -1.93084
H 3.92526 0.28844 -1.82125
H 2.35052 0.45584 -1.06309
H 4.76248 -0.08379 1.78081
H 3.44895 0.95462 1.20782
H 4.98316 0.87988 0.32057
C -3.63690 3.41168 -4.12859
C -3.16358 2.18575 -3.34097
C -3.54847 2.37857 -1.86649
C -3.98296 0.98458 -3.82973
Si -1.22451 1.77544 -3.38810
C -0.90414 0.92373 -5.12899
C -1.48958 -0.50708 -5.10200
C 0.60908 0.79517 -5.35761
C -1.49031 1.63578 -6.35551
C -0.23830 3.50104 -3.36911
C -0.75292 4.39412 -2.23441
C 1.22420 3.19696 -3.00227
C -0.22960 4.32970 -4.65754
H -4.73293 3.49441 -4.07480
H -3.36502 3.35208 -5.18502
H -3.22697 4.34284 -3.73821
H -4.58830 2.72640 -1.77364
H -2.92043 3.09855 -1.34639
H -3.48745 1.42317 -1.33013
H -5.04736 1.15300 -3.60775
H -3.67713 0.06135 -3.32732
H -3.89654 0.82378 -4.90514
H -0.84658 -1.19617 -5.65704
H -2.48418 -0.54027 -5.55521
H -1.55442 -0.91942 -4.09419
H 1.10396 0.29768 -4.51942
H 1.08388 1.76614 -5.51641
H 0.79761 0.18706 -6.25172
H -2.57618 1.73337 -6.29156
H -1.27294 1.05251 -7.26195
H -1.07402 2.63356 -6.50319
H -0.78064 3.88119 -1.27002
H -1.75225 4.78708 -2.42266
H -0.08367 5.25850 -2.11303
H 1.28503 2.71716 -2.01910
H 1.80166 4.13070 -2.94167
H 1.72287 2.53784 -3.71220
H -1.23702 4.54056 -5.02155
H 0.31512 3.82753 -5.45975
H 0.26800 5.29553 -4.48508
O -2.52615 -1.01526 -0.93515
N -3.42861 -1.91453 -1.14084
C -4.62980 -1.78883 -0.53545
C -5.62037 -2.72020 -0.74970
C -5.38680 -3.79449 -1.59473
C -4.14998 -3.89598 -2.20932
C -3.17901 -2.94596 -1.97511
H -4.71339 -0.92081 0.10057
H -6.56949 -2.58857 -0.25014
H -6.15657 -4.53147 -1.77584
H -3.91297 -4.70490 -2.88556
H -2.19908 -2.93574 -2.43469
C 2.91075 -4.39948 -3.52218
Si 1.12691 -3.83393 -3.90217
C 1.18825 -3.58059 -5.78985
C 0.02534 -5.35867 -3.62131
C 0.54786 -2.49245 -2.89692
H 3.26028 -5.19938 -4.18258
H 2.99305 -4.74223 -2.48688
H 3.59574 -3.55168 -3.63880
H 1.67398 -4.41414 -6.30870
H 1.74425 -2.66791 -6.02711
H 0.18150 -3.45792 -6.19902
H 0.35210 -6.21569 -4.21691
H -1.00898 -5.13287 -3.90206
H 0.03590 -5.65374 -2.56827
H -0.41536 -2.57472 -2.40583
H 0.90203 -1.46682 -2.96902
```

The net charge is -1. The calculation puts the total energy at -3988.0890 Ha. Its multiplicity is 1.

no.,M (g mol⁻¹)
1,1451.8
2,1420.8
3,1082.9